Entry 1:
Density functional theory data (ωB97M-V/def2-TZVPD) for a structure of composition C27H21F4N8Pt at a distorted geometry.

ORCA input file:
```
! wB97M-V def2-TZVPD RIJCOSX def2/J DEFGRID3
* xyz 3 1
Pt 0.5041 -1.4992 -0.8480
C 2.1444 -0.8921 -4.0894
C 2.4515 -0.4549 -2.6650
C 2.1325 0.9947 -2.4476
C 3.0787 1.9082 -2.9077
C 2.8770 3.2774 -2.7830
C 1.7318 3.7400 -2.1703
C 0.7609 2.8676 -1.6688
C -0.3254 3.4982 -0.8650
C -1.3194 4.2626 -1.7561
C 0.9264 1.4599 -1.8830
N -0.0256 0.5540 -1.4534
C -1.2810 0.8434 -1.3535
C -2.1477 0.0495 -0.5234
C -3.2873 0.4155 0.1089
C -3.6926 -0.7207 1.0081
C -2.5753 -1.7161 0.7111
N -1.7386 -1.2528 -0.1341
H 2.4292 -1.9283 -4.2436
H 2.7275 -0.2902 -4.7876
H 1.0921 -0.7584 -4.3316
H 3.5102 -0.6295 -2.4572
H 1.8833 -1.1208 -1.9126
H 3.9792 1.5439 -3.3790
H 3.6246 3.9681 -3.1398
H 1.5898 4.8015 -2.0357
H 0.1283 4.2432 -0.2023
H -0.8394 2.7753 -0.2254
H -0.8498 5.1301 -2.2127
H -2.1420 4.6289 -1.1464
H -1.7112 3.6474 -2.5642
H -1.7288 1.6889 -1.8659
H -3.8209 1.3451 0.0486
H -4.6667 -1.1435 0.7134
H -2.5083 -2.6944 1.1569
N 0.8895 -3.6838 -3.1845
N -0.0537 -3.4057 -2.2023
H 0.5505 -3.7453 -4.1390
H 1.5554 -4.4098 -2.9452
H -0.9680 -3.1888 -2.6070
H -0.1399 -4.1563 -1.5096
F 1.1601 -2.4226 5.6769
C 0.6045 -1.5831 4.8341
C -0.5486 -0.8923 5.2240
F -1.0537 -1.1012 6.4172
C -1.2564 -0.0930 4.3071
C -0.6377 0.1365 3.0648
C 0.4947 -0.5324 2.6820
F 0.9958 -0.2457 1.4551
C 1.0930 -1.5120 3.5068
C 2.0122 -2.4638 2.9417
C 1.8301 -2.6882 1.5906
N 1.4700 -2.8217 0.4891
C 2.9229 -3.2189 3.6941
N 3.6891 -3.8186 4.2989
F -1.1890 0.9908 2.1822
C -2.6459 0.3396 4.4895
C -3.3346 0.0899 3.3565
N -3.7202 -0.4510 2.3794
C -3.1402 0.8911 5.6823
N -3.4917 1.4440 6.6207
*
```

Output
Lowest unoccupied orbital energy (alpha / beta) ... -0.482 / -0.482 hartree

Entry 2:
Density functional theory data (ωB97M-V/def2-TZVPD) for a structure of composition C9H9FeO6 at a distorted geometry.

ORCA input file:
```
! wB97M-V def2-TZVPD RIJCOSX def2/J DEFGRID3
* xyz 1 5
O -1.5303 -5.0867 0.3590
C -1.7220 -4.4588 -0.5807
Fe 0.9798 -0.6372 -2.3426
O 2.2301 -2.1313 -0.1361
C 1.8020 -1.5627 -1.0433
C 1.6029 0.7858 -1.3720
O 1.9531 1.7021 -0.7427
C 0.6864 1.0458 -3.1420
O 0.2533 2.0397 -3.5661
C 1.4919 -1.1992 -3.9646
O 1.6868 -1.5565 -5.0462
H -0.1894 -1.5979 -2.1547
C -1.0315 2.0095 2.0614
C -0.6712 0.7733 2.9125
C -0.1545 -0.2778 1.9027
O -0.3525 0.2135 0.5566
C -1.0058 1.5033 0.5989
H -2.0076 2.4408 2.3184
H -0.2466 2.7724 2.1556
H -1.5699 0.3864 3.4043
H 0.0946 0.9992 3.6589
H 0.9218 -0.4880 2.0282
H -0.7041 -1.2306 2.0013
H -2.0368 1.3693 0.2267
H -0.4804 2.1855 -0.0935
*
```

Output
Energy relative to the best compared isomer or geometry (same formula, charge and spin) ... 0.00 kcal per mole
Lowest unoccupied orbital energy (alpha / beta) ... -0.205 / -0.278 hartree

Entry 3:
Density functional theory data (ωB97M-V/def2-TZVPD) for a cluster of 2 separate species, C11H14N4 in total at a distorted geometry.

ORCA input file:
```
! wB97M-V def2-TZVPD RIJCOSX def2/J DEFGRID3
* xyz 0 1
C 3.1387 -0.9730 1.1170
C 2.7150 0.3689 0.8854
C 1.3343 0.7109 0.9831
C 0.5014 -0.2239 1.5950
C -0.8089 0.2531 1.8080
N -1.2239 1.5780 1.8405
N -2.5132 1.5569 2.0351
N -2.9077 0.3152 2.0579
N -1.8910 -0.5445 1.8627
C 0.8561 -1.5728 1.7550
C 2.1946 -1.9180 1.4936
H 4.1893 -1.2873 1.0661
H 3.4907 0.9573 0.3683
H 1.0274 1.7680 0.8660
H -3.8794 0.1039 2.2406
H 0.2366 -2.3616 2.1107
H 2.4322 -2.9003 1.8031
C 0.0103 -0.6919 -1.1549
C -0.5904 0.1646 -1.9743
C -0.0071 0.7027 -3.2828
C -1.9706 0.7109 -1.7616
H 0.9029 -1.0643 -1.3453
H -0.4211 -1.1238 -0.2173
H 1.1285 0.5502 -3.2918
H -0.3253 1.7663 -3.4658
H -0.4998 0.3087 -4.1858
H -2.2243 1.4869 -2.4406
H -2.7675 0.0235 -1.8696
H -2.1278 1.3355 -0.8981
*
```

Output
Energy relative to the best compared isomer or geometry (same formula, charge and spin) ... 29.81 kcal per mole
Lowest unoccupied orbital energy ... 0.018 hartree
SMILES ... c1ccc(-c2nn[nH]n2)cc1.C=C(C)C

Entry 4:
Density functional theory data (ωB97M-V/def2-TZVPD) for a cluster of 14 separate species, C48H74N13O11 in total at a distorted geometry.

ORCA input file:
```
! wB97M-V def2-TZVPD RIJCOSX def2/J DEFGRID3
* xyz 1 1
C -1.9066 -2.3995 3.2236
C -0.6231 -1.7476 2.7452
C -0.8354 -0.9166 1.4995
N 0.2810 0.0318 1.1797
C 1.6454 -0.5998 1.1394
C 1.7202 -1.6743 0.0835
C 1.4611 -1.0469 -1.2707
C 0.0827 -0.3965 -1.2480
C -0.0298 0.6480 -0.1525
C 0.3017 1.1578 2.1792
H -2.4915 -1.6693 3.7880
H -1.6820 -3.2318 3.8882
H -2.5602 -2.7488 2.4200
H 0.1735 -2.4767 2.5899
H -0.2904 -1.0771 3.5464
H -1.7485 -0.3201 1.5343
H -0.9068 -1.6090 0.6631
H 1.9081 -0.9376 2.1385
H 2.2941 0.2328 0.8557
H 1.0472 -2.5174 0.2832
H 2.6724 -2.2128 0.1165
H 1.4138 -1.7828 -2.0661
H 2.2361 -0.3061 -1.4858
H -0.7413 -1.1101 -1.2352
H -0.1194 0.0552 -2.2253
H -1.0040 1.1282 -0.0692
H 0.7071 1.4262 -0.3638
H -0.7228 1.4972 2.3381
H 0.8178 1.9715 1.6784
H 0.7195 0.7847 3.1049
C -3.4880 -1.4721 -0.7259
O -4.1315 -1.7194 0.2945
N -2.8972 -2.4328 -1.5044
N -3.1752 -0.1726 -1.0375
H -3.0565 -3.3946 -1.2856
H -2.5007 -2.1188 -2.3711
H -3.7113 0.5684 -0.6134
H -2.6513 0.0613 -1.8655
C -3.6254 1.1714 2.3153
O -2.8318 1.3209 1.3664
N -3.6798 2.0423 3.3793
N -4.5138 0.1279 2.3665
H -3.1648 2.9016 3.3344
H -4.4782 2.0237 3.9870
H -5.1851 0.0918 3.1103
H -4.3972 -0.6516 1.7308
C 3.7550 4.5948 -0.7513
O 3.4646 5.6462 -0.2062
N 2.8368 3.5798 -0.9104
N 5.0298 4.2713 -1.1610
H 3.0284 2.7542 -1.4473
H 1.8732 3.7294 -0.6399
H 5.2001 3.3932 -1.6165
H 5.8245 4.8766 -1.0967
C -1.7164 4.8679 2.6487
C -1.4002 4.2656 1.4424
C -0.3477 4.7860 0.6973
C 0.4305 5.8097 1.1963
C 0.1235 6.3761 2.4317
C -0.9293 5.8669 3.1838
O -1.3292 6.4583 4.3536
O 0.0072 4.2000 -0.5115
H -2.6160 4.5491 3.1613
H -1.9983 3.4311 1.0903
H 1.1975 6.2802 0.5944
H 0.7835 7.1554 2.7950
H -0.5773 6.9073 4.7513
H -0.7815 3.9133 -0.9779
C -3.8019 3.0646 -6.3112
C -3.0377 2.8980 -5.1634
C -2.8346 1.6435 -4.6171
C -3.3009 0.5269 -5.2953
C -4.1501 0.6826 -6.3792
C -4.3701 1.9488 -6.9116
O -5.1821 2.1373 -8.0122
O -2.1044 1.4673 -3.4577
H -4.1017 4.0235 -6.7117
H -2.6790 3.8032 -4.6798
H -3.1225 -0.4566 -4.8719
H -4.5437 -0.1853 -6.8962
H -4.9423 1.4844 -8.6780
H -2.1258 2.2925 -2.9618
C -1.0226 -3.8165 -3.7039
C -1.7297 -3.2594 -4.7608
C -1.0475 -2.5817 -5.7515
C 0.3472 -2.5331 -5.7374
C 1.0290 -3.0331 -4.6456
C 0.3535 -3.6877 -3.6240
O 1.1011 -4.2571 -2.6212
O -1.7687 -2.0152 -6.7679
H -1.5538 -4.3964 -2.9554
H -2.8101 -3.2966 -4.8013
H 0.9034 -2.0350 -6.5236
H 2.1104 -3.0115 -4.5762
H 0.7018 -5.0789 -2.3157
H -1.1700 -1.5504 -7.3611
C 5.5893 0.5377 1.7081
C 4.7469 1.6295 1.7841
C 3.8444 1.7273 2.8486
C 3.9748 0.8568 3.9233
C 4.8390 -0.2165 3.8624
C 5.6443 -0.3861 2.7418
O 6.3408 -1.5553 2.6305
O 3.0311 2.8337 2.9829
H 6.1774 0.3759 0.8114
H 4.6587 2.3342 0.9625
H 3.2963 1.0056 4.7573
H 4.8772 -0.9769 4.6324
H 6.7610 -1.5849 1.7631
H 3.4259 3.6396 2.6357
C -2.9043 -5.2686 0.8196
C -1.5900 -4.8738 0.3409
N -0.5296 -4.5368 0.0649
H -2.7565 -6.2068 1.3646
H -3.6387 -5.5471 0.0661
H -3.2819 -4.5057 1.4914
C 1.4015 4.6248 5.4092
C 0.4861 3.4985 5.1896
N -0.2390 2.6104 5.1183
H 2.0863 4.3093 6.1957
H 0.7892 5.4575 5.7362
H 1.9745 4.7951 4.5034
C -3.1955 -5.2262 5.3660
C -4.1164 -5.0446 4.2509
N -4.7949 -4.9128 3.3339
H -2.5315 -6.0529 5.1208
H -3.7581 -5.5025 6.2617
H -2.6489 -4.3292 5.6416
C 2.7684 -4.0507 3.7974
C 1.4441 -4.4124 4.2966
N 0.4072 -4.6770 4.6916
H 3.0443 -3.1029 4.2582
H 2.7139 -3.8911 2.7181
H 3.5040 -4.8288 3.9708
C 5.1691 -3.8213 -2.4946
C 5.2813 -2.8519 -1.4322
N 5.3525 -2.0834 -0.5811
H 4.1361 -3.9824 -2.8230
H 5.4111 -4.8452 -2.1990
H 5.7656 -3.5244 -3.3538
C 0.5250 1.0676 -5.5139
C 0.8855 1.6100 -4.2164
N 1.0141 2.1114 -3.1930
H -0.0927 1.8271 -5.9915
H -0.0003 0.1205 -5.3911
H 1.3735 0.8357 -6.1561
*
```

Output
Lowest unoccupied orbital energy ... -0.060 hartree

Entry 5:
Density functional theory data (ωB97M-V/def2-TZVPD) for a structure of composition C5H8N2.

ORCA input file:
```
! wB97M-V def2-TZVPD RIJCOSX def2/J DEFGRID3
* xyz 0 1
C -1.7886 0.5972 0.5091
N -0.6619 0.0961 1.1739
C 0.3962 1.0607 1.1584
C 1.2358 0.7133 0.1805
C 0.6536 -0.5141 -0.4368
N 1.4138 -1.2581 -1.3656
C -0.1928 -1.0664 0.5899
H -0.5099 0.1918 -0.8998
H -2.5237 -0.1472 0.2045
H -2.2050 1.5322 0.9001
H 0.3089 1.9734 1.7378
H 2.1013 1.2499 -0.1956
H 1.8713 -0.6698 -2.0540
H 0.8633 -1.9605 -1.8474
H -0.9624 -1.7986 0.3451
*
```

Output
Energy relative to the best compared isomer or geometry (same formula, charge and spin) ... 117.65 kcal per mole
Lowest unoccupied orbital energy (alpha / beta) ... 0.024 / 0.024 hartree